# 1
{"formula": "C18H18BrN6O2S2Zr", "method": "ωB97M-V with the def2-TZVPD basis set", "orbital_gap_ha": [0.2228, 0.2728], "homo_energy_ev": [-12.0503, -13.9794], "s_squared": 0.76, "total_charge": 2, "spin_multiplicity": 2, "lumo_ev": [-5.99, -6.56], "elements": ["Zr", "C", "C", "N", "N", "C", "N", "S", "C", "C", "C", "C", "C", "N", "H", "H", "H", "H", "H", "H", "H", "H", "H", "H", "O", "N", "C", "C", "C", "C", "C", "S", "H", "H", "H", "H", "O", "C", "C", "C", "N", "C", "Br", "C", "H", "H", "H", "H"], "positions_angstrom": [[-0.3877, 0.1159, 0.0843], [2.2215, 0.4749, 3.7253], [1.1969, 0.6163, 2.6498], [1.3608, 0.1096, 1.4181], [2.5963, -0.4346, 1.1187], [2.9381, -0.5528, -0.1582], [4.1413, -1.0343, -0.4642], [1.8297, -0.1131, -1.3809], [0.0424, 1.4301, 2.7703], [-0.3474, 2.0692, 3.9635], [-1.3960, 2.9434, 3.9607], [-2.0881, 3.1932, 2.7587], [-1.7229, 2.5156, 1.6409], [-0.6811, 1.6290, 1.6114], [2.6266, -0.5385, 3.7857], [1.7994, 0.6713, 4.7058], [3.0500, 1.1742, 3.5792], [3.2290, -0.6468, 1.8740], [4.8413, -1.2311, 0.2325], [4.3978, -1.1451, -1.4309], [0.1976, 1.8830, 4.8759], [-1.6913, 3.4420, 4.8740], [-2.9147, 3.8870, 2.7109], [-2.2674, 2.6500, 0.7153], [-0.7121, -1.6609, 0.9810], [-1.8518, -2.3884, 1.0313], [-1.7239, -3.6639, 1.4715], [-2.8370, -4.4384, 1.5927], [-4.0794, -3.8806, 1.2591], [-4.1654, -2.5832, 0.8198], [-3.0153, -1.7902, 0.7030], [-2.9993, -0.1420, 0.1994], [-0.7134, -3.9707, 1.6891], [-2.7375, -5.4558, 1.9407], [-4.9784, -4.4762, 1.3494], [-5.1136, -2.1349, 0.5596], [-2.6266, 2.3657, -5.4324], [-2.0900, 2.0398, -4.2613], [-1.6611, 2.9731, -3.3139], [-1.1257, 2.5091, -2.1419], [-0.9902, 1.1954, -1.8691], [-1.4030, 0.3310, -2.8038], [-1.1289, -1.4808, -2.3593], [-1.9572, 0.6726, -4.0041], [-2.6787, 3.3221, -5.5494], [-1.7420, 4.0376, -3.4890], [-0.7776, 3.1978, -1.3831], [-2.2735, -0.0637, -4.7284]]}

---

# 2
{"formula": "C18H18ClN3O3S", "method": "ωB97M-V with the def2-TZVPD basis set", "orbital_gap_ha": 0.3199, "homo_energy_ev": -8.8373, "smiles": "C=CCNC(=O)c1onc(CSc2ccc(Cl)cc2)c1C(=O)NCC=C", "lumo_ev": -0.13, "elements": ["C", "C", "C", "N", "C", "O", "C", "O", "N", "C", "C", "S", "C", "C", "C", "C", "Cl", "C", "C", "C", "C", "O", "N", "C", "C", "C", "H", "H", "H", "H", "H", "H", "H", "H", "H", "H", "H", "H", "H", "H", "H", "H", "H", "H"], "positions_angstrom": [[-4.7460, -1.0507, -0.7537], [-4.1645, -1.7781, 0.1797], [-3.5941, -1.2122, 1.4481], [-2.1771, -1.5009, 1.5435], [-1.2377, -0.5510, 1.4370], [-1.4888, 0.6440, 1.3820], [0.1412, -1.0922, 1.3669], [0.2525, -2.4393, 1.3830], [1.5341, -2.7927, 1.1669], [2.2328, -1.6994, 1.0225], [3.6403, -1.7261, 0.5868], [3.6838, -2.0825, -1.2361], [2.1078, -1.3651, -1.6781], [1.9668, 0.0099, -1.7876], [0.7112, 0.5594, -1.9803], [-0.3921, -0.2761, -2.0614], [-1.9661, 0.4084, -2.2321], [-0.2517, -1.6548, -1.9959], [1.0062, -2.1983, -1.8104], [1.3911, -0.5434, 1.1637], [1.9041, 0.8569, 1.1480], [3.1041, 1.0836, 1.1631], [0.9695, 1.8133, 1.1366], [1.3179, 3.2205, 1.1151], [1.1845, 3.7862, -0.2687], [0.2549, 4.6504, -0.6274], [-5.1415, -1.4888, -1.6540], [-4.8549, 0.0161, -0.6524], [-4.0562, -2.8491, 0.0637], [-3.7034, -0.1265, 1.4704], [-4.1009, -1.6481, 2.3168], [-1.8938, -2.4698, 1.5400], [4.1189, -0.7649, 0.7631], [4.1908, -2.5453, 1.0426], [2.8348, 0.6446, -1.6982], [0.5814, 1.6279, -2.0469], [-1.1196, -2.2908, -2.0761], [1.1368, -3.2669, -1.7351], [-0.0194, 1.5678, 1.1355], [2.3578, 3.3009, 1.4480], [0.6630, 3.7513, 1.8101], [1.9097, 3.4185, -0.9822], [0.1838, 5.0306, -1.6324], [-0.4719, 5.0228, 0.0759]]}

---

What are the energy above the lowest of the compared OMol25 structures with the same formula, charge and spin values for these records? In order: 7.35 0.00 kJ/mol.
What are the DFT total energy values for these records? In order: -124976.4022 -52927.3876 eV.